{"formula": "C60H90O39", "method": "ωB97M-V/def2-TZVPD", "elements": ["O", "C", "O", "C", "C", "C", "H", "H", "H", "H", "H", "H", "O", "C", "O", "C", "C", "C", "H", "H", "H", "H", "H", "H", "O", "C", "O", "C", "C", "C", "H", "H", "H", "H", "H", "H", "O", "C", "O", "C", "C", "C", "H", "H", "H", "H", "H", "H", "O", "C", "O", "C", "C", "C", "H", "H", "H", "H", "H", "H", "O", "C", "O", "C", "C", "C", "H", "H", "H", "H", "H", "H", "C", "C", "C", "O", "C", "O", "O", "H", "H", "H", "H", "H", "H", "C", "C", "C", "O", "C", "O", "O", "H", "H", "H", "H", "H", "H", "C", "C", "C", "O", "C", "O", "O", "H", "H", "H", "H", "H", "H", "C", "C", "C", "O", "C", "O", "O", "H", "H", "H", "H", "H", "H", "C", "C", "C", "O", "C", "O", "O", "H", "H", "H", "H", "H", "H", "C", "C", "C", "O", "C", "O", "O", "H", "H", "H", "H", "H", "H", "C", "C", "C", "O", "C", "O", "O", "H", "H", "H", "H", "H", "H", "C", "C", "C", "O", "C", "O", "O", "H", "H", "H", "H", "H", "H", "C", "C", "C", "O", "C", "O", "O", "H", "H", "H", "H", "H", "H"], "positions_angstrom": [[-2.6016, 4.1741, 0.8812], [-2.3510, 5.3561, 0.7863], [-3.4268, 6.2467, 0.7572], [-2.8623, 7.5397, 0.5193], [-1.5236, 7.5223, 1.2431], [-1.0403, 6.0787, 0.8944], [-3.5921, 8.2930, 0.8259], [-2.6424, 7.6930, -0.5471], [-1.5610, 7.6061, 2.3267], [-0.8310, 8.4224, 0.9568], [-0.4154, 5.6002, 1.6246], [-0.4861, 6.0436, -0.0917], [-2.3242, -0.5742, -3.2777], [-1.2798, -0.2930, -3.7860], [-0.2335, -1.0588, -3.6137], [0.9916, -0.5661, -4.2309], [0.7083, 0.9185, -4.4132], [-0.8530, 0.8842, -4.6535], [1.0449, -1.0629, -5.1235], [1.8212, -0.8622, -3.6336], [1.3309, 1.4280, -5.1668], [0.8144, 1.4080, -3.4643], [-1.0952, 0.6811, -5.6474], [-1.1972, 1.8476, -4.2707], [3.2895, -2.6930, -5.2543], [4.3287, -3.2970, -5.3163], [5.2207, -2.9675, -6.2570], [6.3884, -3.7612, -6.1021], [6.2805, -4.4934, -4.7947], [4.7859, -4.4551, -4.4892], [7.2116, -3.0556, -6.2179], [6.3643, -4.4818, -6.8828], [6.7964, -3.9840, -3.9717], [6.6621, -5.4767, -4.9939], [4.6094, -4.1452, -3.4712], [4.1878, -5.3431, -4.7511], [-5.5574, -2.4956, 2.9511], [-5.1424, -2.4866, 1.7907], [-5.1720, -1.3507, 1.0188], [-4.7254, -1.5831, -0.3150], [-4.7443, -3.1098, -0.4938], [-4.5221, -3.5869, 0.9764], [-3.7247, -1.2711, -0.3582], [-5.3320, -0.8698, -0.8979], [-4.0369, -3.4590, -1.1515], [-5.7262, -3.2741, -0.8572], [-3.4852, -3.6248, 1.2609], [-5.0292, -4.4995, 1.3108], [1.9767, -6.4311, -0.7501], [2.3121, -5.3047, -0.5417], [3.0705, -4.6283, -1.3726], [3.2101, -3.2149, -1.0271], [2.5308, -3.0512, 0.3169], [2.1596, -4.4689, 0.7059], [2.7620, -2.6917, -1.8858], [4.2580, -2.8808, -1.0836], [1.6352, -2.4713, 0.1853], [3.1676, -2.5370, 1.1004], [1.0909, -4.6372, 1.1444], [2.9216, -4.9315, 1.3777], [5.9488, -1.8913, -2.7186], [6.0376, -0.7028, -2.6258], [5.8608, 0.1795, -3.6632], [5.8309, 1.5341, -3.1519], [6.5456, 1.4770, -1.8680], [6.2373, 0.1109, -1.3083], [4.7784, 1.8436, -3.0528], [6.3476, 2.0488, -3.9341], [6.3011, 2.2183, -1.1880], [7.5915, 1.6547, -1.9787], [5.3077, 0.1559, -0.7323], [7.0407, -0.3300, -0.7140], [-4.7125, 1.8703, 0.2598], [-4.2051, 2.3042, -1.1477], [-4.8086, 3.6012, -1.6497], [-3.7733, 4.1283, -2.4920], [-2.6163, 3.5569, -2.0872], [-1.5546, 3.9302, -2.4985], [-2.8010, 2.5390, -1.2101], [-4.1407, 1.0230, 0.5774], [-5.7227, 1.5274, 0.2123], [-4.5921, 2.6726, 0.9265], [-4.4334, 1.5477, -1.8571], [-4.9808, 4.3447, -0.8693], [-5.6648, 3.3955, -2.2676], [-6.4877, 0.9240, 6.2858], [-5.8851, 1.1340, 4.9507], [-6.7228, 0.5833, 3.7502], [-6.4836, 1.6376, 2.7662], [-6.1593, 2.7979, 3.4152], [-6.3397, 3.9056, 3.0247], [-5.6973, 2.5048, 4.6574], [-7.4090, 1.4919, 6.4198], [-5.8020, 1.2583, 7.0632], [-6.7149, -0.1860, 6.4661], [-4.8982, 0.6572, 4.9063], [-7.7641, 0.5136, 3.9949], [-6.3647, -0.4238, 3.3955], [5.5893, 3.0444, 2.6543], [4.3566, 2.4587, 3.2845], [3.1372, 2.5801, 2.3887], [2.7502, 1.2112, 2.1247], [3.6689, 0.3617, 2.5922], [3.7266, -0.8279, 2.4324], [4.5566, 1.0389, 3.4084], [6.4753, 2.7113, 3.3027], [5.6385, 4.1715, 2.7510], [5.7851, 2.7767, 1.6465], [4.0902, 2.9134, 4.2605], [3.3882, 2.9625, 1.4029], [2.2993, 3.1534, 2.8845], [-5.3770, -2.8170, 6.3440], [-3.9694, -2.5725, 5.8262], [-3.4935, -3.4435, 4.6724], [-3.0199, -2.5586, 3.6925], [-3.3953, -1.3431, 3.9931], [-3.2425, -0.3571, 3.2912], [-3.9708, -1.2744, 5.1848], [-5.5240, -3.7787, 6.7441], [-6.1214, -2.5683, 5.6113], [-5.5243, -2.1680, 7.2060], [-3.2220, -2.4808, 6.5510], [-4.3461, -4.0422, 4.2851], [-2.6410, -4.0453, 5.0103], [0.5665, -1.7590, 2.9187], [1.1235, -2.1256, 4.3169], [1.1341, -1.0358, 5.3804], [-0.0977, -1.1998, 6.0680], [-0.3686, -2.5129, 5.9670], [-1.1960, -3.0882, 6.6426], [0.3337, -3.1173, 5.0117], [1.2907, -1.3235, 2.2920], [-0.2805, -1.0624, 3.1332], [0.1594, -2.7121, 2.5591], [2.1921, -2.4796, 4.3182], [1.2091, -0.0205, 5.0108], [1.8920, -1.1581, 6.1206], [-0.9134, 0.7234, 0.8398], [-0.2245, 1.2203, -0.5238], [0.2681, 2.7318, -0.3680], [1.6995, 2.6359, -0.5999], [2.0201, 1.3877, -0.7898], [3.1271, 1.0292, -0.9682], [0.9844, 0.4891, -0.7865], [-1.1353, -0.3362, 0.7489], [-1.8556, 1.2923, 1.0513], [-0.1649, 0.8804, 1.5755], [-0.8174, 0.9981, -1.4263], [0.1726, 3.0152, 0.6803], [-0.1979, 3.3876, -1.0788], [-1.8400, -3.9065, -4.6751], [-1.2243, -4.6539, -3.5226], [0.2293, -4.1386, -3.2310], [0.2104, -3.7404, -1.8827], [-1.0771, -3.6180, -1.4178], [-1.4832, -2.9809, -0.4951], [-1.8738, -4.3023, -2.2767], [-1.8588, -4.4118, -5.6351], [-1.3922, -2.9159, -4.8268], [-2.8597, -3.7258, -4.3947], [-1.3533, -5.7436, -3.6502], [0.4863, -3.3106, -3.8347], [0.9486, -5.0247, -3.3763], [3.9339, 0.2789, -7.3203], [5.3710, -0.0047, -7.0105], [6.2834, -0.1628, -8.1916], [7.4582, 0.5357, -7.7211], [7.1716, 1.2658, -6.6137], [7.9738, 1.8896, -6.0908], [5.9084, 1.1127, -6.3213], [3.4608, -0.5745, -7.9075], [3.9011, 1.0944, -8.0481], [3.3074, 0.4299, -6.4305], [5.4851, -0.8233, -6.2811], [5.8499, 0.4226, -9.0131], [6.5099, -1.1995, -8.4271], [-2.0715, 1.7205, 5.3900], [-2.2400, 2.4801, 4.0600], [-2.7223, 3.9780, 4.3223], [-1.6221, 4.8510, 4.0337], [-0.6469, 4.0651, 3.5442], [0.3796, 4.5190, 3.1378], [-0.9529, 2.8227, 3.4190], [-3.1286, 1.4879, 5.6904], [-1.6822, 2.3875, 6.0750], [-1.5087, 0.7733, 5.1411], [-2.8102, 1.9755, 3.3243], [-3.0279, 4.1005, 5.2987], [-3.5400, 4.2298, 3.6645]], "gap_ev": 10.2, "homo_ev": -9.695, "multiplicity": 1, "charge": 0}

{"formula": "C2H7MgO3", "method": "ωB97M-V/def2-TZVPD", "elements": ["O", "Mg", "H", "C", "H", "H", "H", "O", "C", "O", "H", "H", "H"], "positions_angstrom": [[0.0375, 2.8657, -0.4461], [1.4632, 4.2093, -0.5917], [-0.9138, 3.1019, -0.7229], [0.0274, 1.4399, 0.1552], [1.0806, 1.2586, 0.4049], [-0.6580, 1.5129, 1.0106], [-0.3714, 0.8086, -0.6506], [-0.0475, -1.0023, 1.2561], [-0.1684, -2.8687, -0.1149], [0.6980, -2.0703, 0.6483], [-0.6219, -2.2828, -0.9317], [0.4396, -3.6834, -0.5345], [-0.9654, -3.2894, 0.5173]], "gap_ev": [6.0, 3.6], "homo_ev": [-5.578, -5.547], "multiplicity": 2, "s2": 0.755, "charge": 0}

{"formula": "C6H12", "method": "ωB97M-V/def2-TZVPD", "elements": ["C", "C", "C", "C", "C", "C", "H", "H", "H", "H", "H", "H", "H", "H", "H", "H", "H", "H"], "positions_angstrom": [[-1.0197, 0.4649, 1.5817], [-0.2358, -0.5828, 0.7547], [1.2678, 0.1891, 0.3844], [0.8443, 0.8532, -0.9517], [0.2505, -0.4475, -1.5085], [-0.9085, -0.8483, -0.6268], [-1.1339, 1.3934, 1.0092], [-0.4446, 0.6839, 2.4833], [-2.0337, 0.1845, 1.9161], [-0.2378, -1.5257, 1.3342], [2.2806, -0.2416, 0.1087], [1.4800, 0.7872, 1.2631], [0.1619, 1.6973, -0.7914], [1.6368, 1.1927, -1.6380], [0.0708, -0.5084, -2.5835], [1.0168, -1.1327, -1.1042], [-1.8216, -0.2599, -0.8062], [-1.1739, -1.8993, -0.8250]], "gap_ev": 11.9, "homo_ev": -10.712, "multiplicity": 1, "charge": 0}

What are the M values for these records? In order: 1435.341, 103.380, 84.162 Da.
What are the ΔE to the lowest compared entry with this formula, charge and spin values for these records? In order: 0.0, 87.6, 38.4 kcal/mol.